Molecular formula: C3H3O2
Method: DFT, the ωB97M-V functional and the def2-TZVPD basis

CARTESIAN COORDINATES (ANGSTROEM)
C -0.7838 -0.2586 0.2077
C 0.2336 0.4321 0.7096
C 0.7582 -0.2834 -1.2316
O -0.4548 -0.6215 -1.0116
O 1.2261 0.4118 -0.2138
H -1.6798 -0.5500 0.5978
H 0.3925 0.9679 1.5624
H 1.3764 -0.4506 -2.0118

Summary:
HOMO level, Eh: -0.6140
Lowest unoccupied orbital energy, eV: -5.7
Kohn-Sham gap, eV: 11.03
F_max, eV/Å: 4.48
Net charge: +1
Energy above the lowest of the compared OMol25 structures with the same formula, charge and spin, kJ/mol: 54.92
2S+1: 1

***

Molecular formula: C7H10
Method: DFT, the ωB97M-V functional and the def2-TZVPD basis

CARTESIAN COORDINATES (ANGSTROEM)
C 1.5772 -1.0974 -0.1582
C 0.2797 -0.3376 -0.0033
C -1.0618 -1.0872 -0.1672
C -1.6803 -0.0396 -1.0905
C -0.7714 1.5531 0.1991
C 0.1653 0.7300 1.0962
C -0.3633 0.6506 -1.0368
H 1.7329 -1.7815 0.6855
H 1.5873 -1.6975 -1.0757
H 2.4373 -0.4191 -0.1940
H -1.6205 -1.4828 0.6897
H -0.9225 -1.9168 -0.8825
H -1.8368 1.4845 0.4586
H -0.5415 2.6070 0.0404
H -0.2090 0.4128 2.0752
H 1.1207 1.2467 1.2339
H 0.1067 1.1745 -1.8705

Summary:
HOMO level, Eh: -0.3020
Lowest unoccupied orbital energy, eV: 0.8
Kohn-Sham gap, eV: 9.01
F_max, eV/Å: 0.41
Net charge: 0
Energy above the lowest of the compared OMol25 structures with the same formula, charge and spin, kJ/mol: 453.36
2S+1: 1

***

Molecular formula: C28H26N4O2S2
Method: DFT, the ωB97M-V functional and the def2-TZVPD basis

CARTESIAN COORDINATES (ANGSTROEM)
O 4.9091 4.3900 -1.0102
C 4.0210 3.5785 -1.1020
C 2.5788 3.9422 -1.3037
S 1.5829 3.3917 0.1113
C 0.0819 2.8836 -0.7160
S -0.2568 3.4021 -2.2371
N -0.7379 2.1168 0.0025
C -2.0947 1.8415 -0.4162
C -3.0739 2.4072 0.6262
N -2.8148 1.8314 1.9276
C -3.4289 0.6267 2.2698
C -4.8063 0.4817 2.0703
C -5.4645 -0.6709 2.4457
C -4.7753 -1.7144 3.0416
C -3.4171 -1.5788 3.2609
C -2.7484 -0.4292 2.8807
C -1.4533 2.0982 2.3250
C -0.4431 1.5556 1.2994
N 4.3231 2.2352 -1.0205
C 3.5109 1.1425 -1.1183
N 2.2707 1.0827 -1.4797
C 1.9226 -0.2419 -1.3648
C 0.5469 -0.6570 -1.6080
C -0.1510 -0.1310 -2.6911
C -1.4635 -0.5023 -2.9174
C -2.0968 -1.3836 -2.0559
C -1.4140 -1.8920 -0.9611
C -0.0973 -1.5344 -0.7373
C 3.0266 -0.9492 -0.9492
C 3.3020 -2.3545 -0.7344
C 2.5219 -3.3415 -1.3392
C 2.8109 -4.6759 -1.1316
C 3.8788 -5.0466 -0.3294
C 4.6657 -4.0721 0.2622
C 4.3833 -2.7349 0.0618
O 4.0478 -0.0424 -0.7868
H 2.4919 5.0247 -1.3983
H 2.1487 3.4426 -2.1769
H -2.2652 2.2915 -1.3941
H -2.2305 0.7574 -0.4886
H -4.0913 2.1944 0.3058
H -2.9458 3.4925 0.6938
H -5.3741 1.2921 1.6392
H -6.5293 -0.7505 2.2816
H -5.2917 -2.6147 3.3371
H -2.8624 -2.3795 3.7289
H -1.6871 -0.3710 3.0659
H -1.2627 1.6822 3.3134
H -1.3338 3.1858 2.3850
H 0.5747 1.8055 1.5962
H -0.5405 0.4661 1.2195
H 5.2967 2.0287 -0.8258
H 0.3443 0.5663 -3.3481
H -1.9954 -0.0965 -3.7646
H -3.1236 -1.6694 -2.2301
H -1.9119 -2.5642 -0.2773
H 0.4383 -1.9296 0.1143
H 1.7022 -3.0563 -1.9803
H 2.2031 -5.4326 -1.6050
H 4.1003 -6.0914 -0.1714
H 5.5032 -4.3556 0.8824
H 4.9946 -1.9733 0.5224

Summary:
HOMO level, Eh: -0.2864
Lowest unoccupied orbital energy, eV: 0.3
Kohn-Sham gap, eV: 8.08
F_max, eV/Å: 1.39
Net charge: 0
2S+1: 1

***

Molecular formula: C3H4N2O
Method: DFT, the ωB97M-V functional and the def2-TZVPD basis

CARTESIAN COORDINATES (ANGSTROEM)
N 1.3199 0.0043 -0.4438
C 1.1829 -0.4952 0.7353
O 0.0444 -0.3840 1.2688
C -0.6950 0.5868 -0.3392
C -1.9193 -0.1723 -0.2001
N -2.9498 -0.7009 -0.2017
H 2.1964 -0.0817 -0.9507
H 1.9914 -0.9958 1.2790
H -0.5056 0.7472 -1.3928
H -0.6782 1.5013 0.2411

Summary:
HOMO level, Eh: -0.3824
Lowest unoccupied orbital energy, eV: -0.7
Kohn-Sham gap, eV: 9.66
F_max, eV/Å: 1.15
Net charge: 0
Energy above the lowest of the compared OMol25 structures with the same formula, charge and spin, kJ/mol: 382.01
2S+1: 1

***

Molecular formula: C3H6O2
Method: DFT, the ωB97M-V functional and the def2-TZVPD basis

CARTESIAN COORDINATES (ANGSTROEM)
O 1.1499 -1.2981 0.0282
C 0.9066 -0.0229 -0.5921
C 0.3925 0.7341 0.5248
C -0.6175 0.3457 -0.3999
O -1.5275 -0.8454 -0.1522
H 0.2153 -1.6130 0.4723
H 1.6276 0.1657 -1.4551
H 0.6267 1.7802 0.4729
H 0.3555 0.1710 1.5797
H -1.0058 1.1101 -1.1497
H -2.1233 -0.5273 0.6710

Summary:
HOMO level, Eh: -0.3318
Lowest unoccupied orbital energy, eV: 0.7
Kohn-Sham gap, eV: 9.77
F_max, eV/Å: 4.51
Net charge: 0
Energy above the lowest of the compared OMol25 structures with the same formula, charge and spin, kJ/mol: 366.91
2S+1: 1

***

Molecular formula: C3H8N2O2
Method: DFT, the ωB97M-V functional and the def2-TZVPD basis

CARTESIAN COORDINATES (ANGSTROEM)
N 1.3131 0.4406 1.6630
C 1.5512 0.1938 0.3472
O 2.6552 0.0758 -0.1322
C 0.3078 0.1375 -0.5305
N -0.9494 0.4276 0.1750
C -1.9898 -0.5475 -0.0633
O -2.3259 -0.7446 -1.4396
H 1.9782 0.1950 2.3782
H 0.3606 0.4750 1.9927
H 0.4898 0.8889 -1.3042
H 0.3030 -0.8145 -1.0616
H -1.2851 1.3381 -0.1309
H -1.6321 -1.5142 0.2782
H -2.8796 -0.2644 0.5025
H -2.9375 -0.0504 -1.7212

Summary:
HOMO level, Eh: -0.3455
Lowest unoccupied orbital energy, eV: 0.6
Kohn-Sham gap, eV: 10.02
F_max, eV/Å: 0.78
Net charge: 0
Energy above the lowest of the compared OMol25 structures with the same formula, charge and spin, kJ/mol: 77.41
2S+1: 1

***

Molecular formula: C29H38N4O2P2Ti
Method: DFT, the ωB97M-V functional and the def2-TZVPD basis

CARTESIAN COORDINATES (ANGSTROEM)
Ti 0.3885 -0.3252 -1.2836
C -1.2822 1.3615 -1.4812
C -1.3819 0.2201 -2.2938
C -0.9775 0.3950 -3.7325
C 0.4802 0.4451 -4.1670
C 1.5281 0.4588 -3.0797
C 1.5754 1.5373 -2.1803
C 0.7250 2.7917 -2.3053
C -0.8048 2.6934 -2.0143
C -0.0282 -2.3195 -1.3075
H -1.7977 1.4461 -0.5195
H -1.9698 -0.6640 -2.0214
H -1.3237 1.4072 -3.9494
H -1.5226 -0.3115 -4.3692
H 0.6799 -0.3923 -4.8525
H 0.5992 1.3586 -4.7708
H 2.4102 -0.1900 -3.1969
H 2.4967 1.6742 -1.5959
H 0.8452 3.2801 -3.2931
H 1.1162 3.5165 -1.5664
H -1.0344 3.4543 -1.2474
H -1.3386 3.0733 -2.9017
H -0.6441 -2.5533 -0.4186
H 0.9322 -2.8734 -1.2856
H -0.5972 -2.5764 -2.2160
P 1.3653 -0.7386 -7.1288
P -1.8882 -0.5990 -7.0438
N 2.7756 0.2023 -7.4458
N 1.8817 -2.1315 -8.1118
N -2.0828 1.2549 -7.3503
N -3.4666 -1.0082 -7.6478
C 0.3577 -0.0428 -8.5074
C -0.9722 -0.8070 -8.6277
C 3.8453 0.2815 -6.5509
C 4.8579 1.0283 -7.1347
C 4.4085 1.4181 -8.4413
C 3.1441 0.8760 -8.6212
C 2.1685 -3.3905 -7.5843
C 2.6515 -4.2001 -8.6060
C 2.6528 -3.4205 -9.8109
C 2.2082 -2.1479 -9.4744
C -2.0235 2.0430 -6.2128
C -1.9599 3.3824 -6.5430
C -2.0307 3.4514 -7.9670
C -2.0964 2.1323 -8.4401
C -4.1488 -0.3883 -8.7068
C -5.2144 -1.1932 -9.0730
C -5.2112 -2.3395 -8.2054
C -4.1464 -2.1937 -7.3317
H 0.8470 -0.0647 -9.4930
H 0.1734 1.0065 -8.2261
H -1.5344 -0.4172 -9.4869
H -0.8345 -1.8908 -8.8036
H 3.7493 -0.1649 -5.5742
H 5.8100 1.2872 -6.6949
H 4.9351 2.0430 -9.1488
H 2.4751 0.9617 -9.4579
H 2.0417 -3.5592 -6.5264
H 2.9950 -5.2154 -8.5029
H 2.9667 -3.7361 -10.7966
H 2.1495 -1.2601 -10.0881
H -2.0584 1.5778 -5.2496
H -1.8835 4.1675 -5.8108
H -2.0389 4.3653 -8.5461
H -2.1885 1.7707 -9.4601
H -3.8306 0.5717 -9.0742
H -5.9153 -0.9775 -9.8625
H -5.9060 -3.1617 -8.2256
H -3.8026 -2.8027 -6.5108
C -0.4044 0.9938 2.8885
O -0.8614 0.0701 1.8241
C -0.2648 0.0295 0.6725
O 1.0235 0.1840 0.5149
H 0.5349 0.6434 3.3276
H -1.2048 0.9196 3.6215
H -0.3431 2.0174 2.5066

Summary:
HOMO level (spin up / spin down), Eh: -0.2224 / -0.3045
Lowest unoccupied orbital energy (spin up / spin down), eV: 0.3 / 0.0
Kohn-Sham gap (spin up / spin down), eV: 6.39 / 8.32
F_max, eV/Å: 3.80
⟨S²⟩: 2.0072
Net charge: 0
Energy above the lowest of the compared OMol25 structures with the same formula, charge and spin, kJ/mol: 275.54
2S+1: 3

***

Molecular formula: C3H4O2S
Method: DFT, the ωB97M-V functional and the def2-TZVPD basis

CARTESIAN COORDINATES (ANGSTROEM)
C -1.2159 0.4781 -0.2538
C 0.1244 -0.2028 -0.1725
S 0.0672 -2.0402 0.0919
O 1.0743 0.2861 -1.1589
C 1.4630 0.4561 0.0695
O 2.2967 0.8150 0.8661
H -1.8715 -0.1485 -0.7326
H -1.0733 1.4430 -0.7182
H -1.7389 0.7101 0.7536
H 0.8740 -1.7968 1.2550

Summary:
HOMO level, Eh: -0.3715
Lowest unoccupied orbital energy, eV: 0.5
Kohn-Sham gap, eV: 10.61
F_max, eV/Å: 3.53
Net charge: 0
Energy above the lowest of the compared OMol25 structures with the same formula, charge and spin, kJ/mol: 198.35
2S+1: 1

***

Molecular formula: C3H6N3S
Method: DFT, the ωB97M-V functional and the def2-TZVPD basis

CARTESIAN COORDINATES (ANGSTROEM)
C 2.9554 0.2497 -0.1486
C 0.0857 -0.4150 0.0029
C -1.6850 1.3357 -0.0293
N 3.6585 -0.6590 -0.2123
N 0.4971 -1.6379 0.1762
N -1.1325 0.0030 -0.1179
S 1.5031 1.1916 0.0202
H -1.9189 1.5884 0.9448
H -2.4972 1.4220 -0.5899
H -0.9428 1.9177 -0.4882
H -0.0751 -2.4038 0.1919
H 1.4737 -1.9886 0.1955
H -1.9220 -0.6037 0.0549

Summary:
HOMO level (spin up / spin down), Eh: -0.4359 / -0.5673
Lowest unoccupied orbital energy (spin up / spin down), eV: -3.7 / -8.5
Kohn-Sham gap (spin up / spin down), eV: 8.12 / 6.95
F_max, eV/Å: 4.40
⟨S²⟩: 2.0218
Net charge: +1
Energy above the lowest of the compared OMol25 structures with the same formula, charge and spin, kJ/mol: 80.91
2S+1: 3

***

Molecular formula: C5H4ClNO
Method: DFT, the ωB97M-V functional and the def2-TZVPD basis

CARTESIAN COORDINATES (ANGSTROEM)
C -0.5737 1.9303 2.6133
C -0.7259 1.1544 1.7219
C -1.0007 0.0339 0.8237
Cl -1.9968 -1.2832 1.3114
C -0.1969 0.1179 -0.3101
C -0.0161 -0.9279 -1.3783
N 1.1458 -0.6991 -2.1729
O -0.8139 -1.7532 -1.5798
H -0.0420 2.5436 3.4160
H 0.5577 0.8532 -0.2607
H 1.9380 -0.2802 -1.6044
H 1.7247 -1.6898 -2.5802

Summary:
HOMO level, Eh: -0.3510
Lowest unoccupied orbital energy, eV: -0.3
Kohn-Sham gap, eV: 9.23
F_max, eV/Å: 5.09
Net charge: 0
Energy above the lowest of the compared OMol25 structures with the same formula, charge and spin, kJ/mol: 328.11
2S+1: 1

***

Molecular formula: C2Br2FN
Method: DFT, the ωB97M-V functional and the def2-TZVPD basis

CARTESIAN COORDINATES (ANGSTROEM)
C -0.1400 1.0649 -0.2075
C 0.2000 -1.3627 -0.0517
N -0.2688 2.1693 -0.4441
F 0.9920 -1.3895 1.0039
Br 1.0121 -1.9862 -1.6138
Br -1.5525 -1.9475 0.3284

Summary:
HOMO level (spin up / spin down), Eh: -0.3933 / -0.3933
Lowest unoccupied orbital energy (spin up / spin down), eV: -2.5 / -2.5
Kohn-Sham gap (spin up / spin down), eV: 8.16 / 8.16
F_max, eV/Å: 5.12
Net charge: 0
Energy above the lowest of the compared OMol25 structures with the same formula, charge and spin, kJ/mol: 297.67
2S+1: 1

***

Molecular formula: C31H19Cl4N4O4PdS2Si2
Method: DFT, the ωB97M-V functional and the def2-TZVPD basis

CARTESIAN COORDINATES (ANGSTROEM)
Pd 0.5139 -0.2442 0.2664
S -0.1934 -1.4586 2.1820
C 1.3850 -1.7914 2.8851
C 1.4096 -2.5347 4.0666
C 2.5961 -2.8060 4.7215
C 2.5809 -3.5647 5.9401
N 2.5601 -4.1831 6.9088
C 3.8013 -2.3322 4.1688
C 3.7807 -1.6215 2.9885
C 2.5782 -1.3475 2.3140
S 2.6977 -0.5217 0.7760
C 5.0599 -2.5848 4.8182
N 6.0722 -2.7756 5.3269
H 0.4789 -2.9003 4.4804
H 4.7097 -1.2602 2.5674
O -4.1921 0.1251 -3.6999
C -3.1691 -0.0720 -4.5051
O -3.3076 -0.2941 -5.6862
C -1.8039 0.0227 -3.9008
C -0.6235 -0.0390 -4.6201
Cl -0.3562 -0.2657 -6.2859
N 0.4074 0.0497 -3.7479
N -0.0434 0.1255 -2.4902
C -1.3577 0.1349 -2.5549
C -2.1280 0.2946 -1.2634
O -3.3569 0.4617 -1.3555
O -1.5012 0.2508 -0.1697
C 1.8115 0.1475 -3.9848
C 2.2919 1.0374 -4.9343
C 3.6608 1.1540 -5.1140
C 4.5345 0.4019 -4.3393
C 4.0383 -0.4590 -3.3726
C 2.6718 -0.5884 -3.1875
H -3.8878 0.3395 -2.7467
H 1.6007 1.6410 -5.5065
H 4.0471 1.8470 -5.8500
H 5.6035 0.5035 -4.4767
H 4.7151 -1.0241 -2.7446
H 2.2702 -1.2297 -2.4161
Cl 1.6770 2.8481 1.5167
Si 1.3612 1.8767 -0.2813
Cl -0.0372 3.0358 -1.2531
Cl 3.0780 2.1501 -1.3698
C 1.9252 -3.8241 -3.7628
C 2.5976 -3.9704 -2.5593
C 1.9849 -3.5887 -1.3733
C 0.6949 -3.0466 -1.3597
C 0.0400 -2.9048 -2.5857
C 0.6428 -3.2936 -3.7725
Si -0.0426 -2.8124 0.3728
C -1.8477 -3.3044 0.3489
C -2.3226 -4.1713 1.3376
C -3.6481 -4.5744 1.3617
C -4.5344 -4.0998 0.4037
C -4.0887 -3.2274 -0.5765
C -2.7556 -2.8425 -0.6040
H 2.3992 -4.1170 -4.6914
H 3.5986 -4.3835 -2.5397
H 2.5204 -3.7162 -0.4395
H -0.9605 -2.4977 -2.6347
H 0.1087 -3.1719 -4.7075
H 0.7788 -3.8090 1.1050
H -1.6426 -4.5319 2.1025
H -3.9931 -5.2517 2.1330
H -5.5736 -4.4035 0.4292
H -4.7736 -2.8314 -1.3153
H -2.4433 -2.1491 -1.3732

Summary:
HOMO level, Eh: -0.2144
Lowest unoccupied orbital energy, eV: 1.6
Kohn-Sham gap, eV: 7.41
F_max, eV/Å: 1.13
Net charge: -1
Energy above the lowest of the compared OMol25 structures with the same formula, charge and spin, kJ/mol: 43.31
2S+1: 1

***

Which value of net charge does entry 12 give? -1

***

Look up the F_max of the second one. 0.41 eV/Å

***

Which of these has the lowest F_max? C7H10